(1)
Entry from the Open Molecules 2025 dataset: a molecular structure, C63H69N2O5P3Pd (ωB97M-V/def2-TZVPD).

Element x y z (Å)
1 Pd -0.2278 1.7794 -0.5124
2 P -1.1490 3.2418 0.8991
3 P 1.9803 1.8967 -0.9524
4 P -0.3085 -6.6712 3.1235
5 O -1.4441 -7.2979 2.1796
6 O 2.8307 -8.8746 4.0893
7 O -1.2213 -6.4902 4.4474
8 O 0.3356 -5.4246 2.6375
9 O 2.5192 -7.6309 2.1844
10 N -5.2618 4.3059 -3.9148
11 N 2.9105 -4.5201 -2.0772
12 C 2.0833 -8.2370 3.3523
13 C -1.7412 5.9735 0.6811
14 C -3.0816 1.6523 2.1687
15 C 0.8035 2.5485 4.4308
16 C -1.1052 4.8623 -1.3780
17 C 1.5769 0.7364 -4.8556
18 C -1.3345 4.8085 0.0071
19 C -5.4801 1.9951 2.0289
20 C 0.1200 2.3820 3.2224
21 C -1.2107 6.0715 -2.0660
22 C -0.0570 -2.0176 -0.4710
23 C 3.3242 -4.4213 -3.4620
24 C 3.8552 -5.7860 3.0953
25 C -5.2596 3.1695 1.3037
26 C -2.2438 2.2004 -3.5305
27 C 2.4698 2.9858 -4.8903
28 C -3.7988 1.7069 -1.7502
29 C 1.7331 -3.6561 -0.1516
30 C 2.0764 1.8831 -2.7703
31 C -1.6043 7.2284 -1.3891
32 C 2.0135 1.8553 -5.5725
33 C -5.3300 4.7122 -5.3014
34 C -0.1456 3.4929 2.3988
35 C 4.0358 5.7246 0.6075
36 C 3.7960 -0.2139 -1.2956
37 C -2.8482 2.8268 1.4304
38 C -2.8835 -6.8753 0.3103
39 C -4.3868 1.2385 2.4587
40 C 2.8553 5.8009 -0.1373
41 C -3.9590 3.5763 0.9972
42 C 3.7766 -0.9140 1.4086
43 C 3.6262 -5.4501 -1.2326
44 C 0.1172 -2.1510 -1.8809
45 C 1.6103 0.7479 -3.4595
46 C 1.1098 -2.9574 -2.4087
47 C 0.4300 4.7334 2.7243
48 C -6.3979 4.7725 -3.1506
49 C -1.0665 -1.2226 0.1160
50 C -1.4579 -7.1713 0.7385
51 C 2.4954 3.0109 -3.4944
52 C 1.9200 -3.7507 -1.5603
53 C 0.6970 -8.0183 3.5746
54 C 2.9377 0.1042 0.9551
55 C -4.6990 2.6266 -2.2713
56 C 4.6100 -1.5936 0.5173
57 C 3.9906 3.3047 0.4458
58 C -4.3921 3.3589 -3.4427
59 C -3.1451 3.1015 -4.0791
60 C 2.9665 0.4809 -0.4008
61 C 2.2636 4.6347 -0.6180
62 C 2.8270 3.3792 -0.3403
63 C 1.1064 4.8952 3.9368
64 C -1.8733 7.1772 -0.0165
65 C -1.9461 -5.4122 6.4871
66 C 0.8096 -2.7821 0.3702
67 C 4.6038 -1.2530 -0.8379
68 C -0.8244 -5.5679 5.4841
69 C 4.5953 4.4775 0.8996
70 C -1.5214 0.5948 -1.7174
71 C 1.2809 3.8090 4.7995
72 C 3.8379 -7.0562 2.2765
73 C -1.7326 -0.1100 -0.4622
74 C -2.5358 1.4989 -2.3335
75 H 2.9473 -5.1840 2.9513
76 H -0.7831 -6.3624 0.4302
77 H -1.9400 5.9343 1.7542
78 H -0.5995 -1.6869 -2.5572
79 H -1.2651 2.0619 -3.9964
80 H 2.9213 -6.0319 -0.6179
81 H 2.5803 -4.8554 -4.1475
82 H -7.2412 4.0651 -3.1900
83 H -3.3121 -6.0960 0.9486
84 H -6.2683 4.3492 -5.7564
85 H 4.3220 -4.9231 -0.5553
86 H 5.5133 4.4099 1.4829
87 H -2.6010 0.2225 0.1122
88 H 4.7425 -5.2001 2.8393
89 H 1.7877 3.9465 5.7560
90 H 3.7790 -1.1757 2.4665
91 H -0.9725 6.1058 -3.1299
92 H 5.2444 -1.7756 -1.5473
93 H -3.5047 -7.7731 0.3906
94 H 2.8406 3.8992 -2.9639
95 H 0.2556 -8.6862 4.3005
96 H 3.8321 0.0768 -2.3454
97 H 4.1383 -6.8950 1.2341
98 H -5.6602 2.7822 -1.7810
99 H -2.8799 3.6545 -4.9771
100 H -4.5479 0.3173 3.0187
101 H 1.3498 4.6985 -1.2133
102 H -6.1434 4.9564 -2.1003
103 H 4.5193 6.6361 0.9570
104 H 1.4883 5.8798 4.2093
105 H -3.8086 4.4748 0.4002
106 H -0.8029 3.9585 -1.9207
107 H -2.8558 -5.0175 6.0298
108 H 1.2111 -0.1498 -5.3741
109 H 4.2675 -4.9669 -3.5664
110 H -0.8205 0.1880 -2.4406
111 H -6.5002 1.6769 2.2531
112 H 1.2573 -0.1236 -2.8994
113 H -1.3185 -1.4289 1.1621
114 H 4.5284 -7.7767 2.7349
115 H -1.6101 -4.7124 7.2532
116 H -0.5728 -4.5982 5.0282
117 H -1.6992 8.1694 -1.9309
118 H -1.1001 -8.1249 0.3358
119 H -4.0634 1.1735 -0.8374
120 H 4.4233 2.3313 0.6835
121 H -6.1012 3.7747 0.9621
122 H 2.3927 6.7630 -0.3587
123 H -2.9211 -6.5327 -0.7253
124 H 0.0765 -5.9518 5.9864
125 H -2.1853 -6.3649 6.9613
126 H 4.1928 -6.1334 -1.8747
127 H 0.3330 5.5747 2.0386
128 H 3.4852 -3.3724 -3.7545
129 H -4.4847 4.3358 -5.8806
130 H -0.2076 1.3847 2.9226
131 H 3.9394 -6.0705 4.1539
132 H 2.2693 0.6166 1.6500
133 H 1.2614 -2.9953 -3.4907
134 H 1.9936 1.8457 -6.6627
135 H 2.8098 3.8622 -5.4399
136 H -2.1788 8.0721 0.5256
137 H -6.7172 5.7177 -3.6059
138 H 0.7114 -2.7116 1.4556
139 H 5.2706 -2.3848 0.8740
140 H -2.2437 1.0401 2.5043
141 H 2.3620 -4.2342 0.5257
142 H -5.3471 5.8107 -5.3437
143 H 0.9538 1.6932 5.0898

Properties
multiplicity: 1
LUMO level: -2.314 eV
strongest force on any atom: 2.76 eV/Å
E: -111014.6054 eV

***

(2)
Entry from the Open Molecules 2025 dataset: a molecular structure, C23H20ClF5N3ORhSe (ωB97M-V/def2-TZVPD).

Element x y z (Å)
1 Rh 0.6163 -0.1656 0.5856
2 Se 1.9402 -2.3775 0.4525
3 Cl 0.3298 0.2484 2.7706
4 F 1.8717 -7.2526 -1.3425
5 F -0.7093 -3.5111 1.6092
6 F -1.7793 -5.9839 1.3284
7 F 2.9326 -4.7787 -1.0753
8 F -0.4721 -7.8615 -0.1277
9 O 0.4505 2.0911 -0.4349
10 N 6.8989 0.6477 -0.2748
11 N 2.7898 0.5291 0.3402
12 N -0.1175 4.2347 -0.1784
13 C -4.6381 -0.5208 -1.1845
14 C -4.5106 -0.1182 1.1889
15 C -3.8703 -0.3979 -0.0231
16 C 5.5525 0.5902 -0.0760
17 C 1.1375 -4.0801 0.2780
18 C 1.7727 -5.0634 -0.4732
19 C 1.2409 -6.3291 -0.6166
20 C -2.4494 -0.5241 -0.0490
21 C -1.2362 -0.6040 -0.1032
22 C 5.0115 0.3349 1.1904
23 C -6.6475 -0.1346 0.0832
24 C 3.2970 0.7876 -0.8646
25 C -1.0669 5.3303 -0.2834
26 C 0.0395 -6.6411 -0.0018
27 C 4.6475 0.8293 -1.1192
28 C 1.2031 4.4824 0.3862
29 C 3.6456 0.3124 1.3472
30 C -0.4065 2.9755 -0.5647
31 C -6.0159 -0.3912 -1.1254
32 C -1.7539 2.7439 -1.1930
33 C -0.0683 -4.4208 0.8818
34 C -5.8882 0.0076 1.2371
35 C -0.6205 -5.6805 0.7452
36 H 7.2541 0.6482 -1.2132
37 H 5.0030 1.0352 -2.1205
38 H -1.8692 3.3871 -2.0674
39 H -6.6021 -0.4955 -2.0298
40 H 1.4175 5.5477 0.3643
41 H -2.0421 5.0416 0.1048
42 H 5.6566 0.1429 2.0382
43 H -6.3758 0.2159 2.1810
44 H 3.2045 0.1086 2.3157
45 H -0.7089 6.1675 0.3090
46 H 1.2600 4.1234 1.4162
47 H -2.5583 2.9716 -0.4929
48 H 7.5090 0.2979 0.4412
49 H 1.9542 3.9507 -0.1946
50 H -7.7258 -0.0538 0.1265
51 H -1.8253 1.7034 -1.4810
52 H -3.9172 -0.0117 2.0876
53 H 2.5766 0.9694 -1.6537
54 H -4.1486 -0.7238 -2.1280
55 H -1.1895 5.6657 -1.3164

Properties
multiplicity: 1
LUMO level (alpha / beta): -1.441 / -1.438 eV
strongest force on any atom: 2.90 eV/Å
E: -125155.0240 eV

***

(3)
Entry from the Open Molecules 2025 dataset: a molecular structure, C11H20CoN3P2 (ωB97M-V/def2-TZVPD).

Element x y z (Å)
1 Co 0.1198 -0.1427 0.0103
2 P -0.3929 2.0074 -0.0823
3 P -0.1850 -0.3355 2.1103
4 N 1.0137 0.2257 4.4853
5 N -0.2457 -1.9198 4.2195
6 N -1.4967 0.2451 4.4266
7 C -0.6045 -2.0351 -1.4726
8 C -0.2323 -2.0328 2.7798
9 C 1.2267 0.4380 3.0731
10 C -1.4816 -1.2127 4.7400
11 C 0.6541 -1.9205 -0.7772
12 C -0.2434 0.8886 4.9445
13 C -1.6282 0.4308 2.9867
14 C 1.3354 -0.6514 -1.3332
15 C 0.9820 -1.2315 4.7733
16 C -0.8596 -0.8698 -2.2284
17 C 0.2436 0.0339 -2.0957
18 H 1.8756 -1.7187 4.3421
19 H 0.2572 1.0598 -2.4949
20 H -1.6752 -0.5904 -2.9108
21 H 0.8997 -2.7088 -0.0174
22 H -2.3755 -1.6944 4.3222
23 H 0.6915 -2.5249 2.4155
24 H 1.2509 1.5061 2.8534
25 H -1.7337 2.4114 0.2090
26 H 0.5676 2.9436 0.3671
27 H -2.4789 -0.1278 2.5760
28 H 2.1437 -0.0590 2.7292
29 H -1.4904 -1.3702 5.8275
30 H 0.9779 -1.3628 5.8596
31 H -0.3794 2.3769 -1.4595
32 H -1.6434 1.4949 2.7411
33 H -0.2255 1.9526 4.6651
34 H 2.3343 -0.1738 -1.3400
35 H -1.2140 -2.9357 -1.4235
36 H -0.2638 0.8228 6.0411
37 H -1.1643 -2.4752 2.3803

Properties
multiplicity: 4
LUMO level (alpha / beta): 3.343 / 3.261 eV
charge: -1
strongest force on any atom: 2.58 eV/Å
expectation value of S²: 3.784
E: -72400.8283 eV

***

(4)
Entry from the Open Molecules 2025 dataset: a molecular structure, C14H14BMoN13 (ωB97M-V/def2-TZVPD).

Element x y z (Å)
1 Mo 0.2915 -0.0217 0.3216
2 N -2.1633 1.8333 0.3036
3 N 3.7778 -1.3325 -0.8638
4 N 2.9074 -1.1641 2.4405
5 N 0.0187 2.9079 -0.4738
6 N 4.0825 -1.5653 0.3800
7 N 0.6215 -0.4690 2.1942
8 N -1.5073 0.6679 0.4599
9 N -0.3595 -0.2185 3.1137
10 N 0.1073 -0.4153 4.2622
11 N 0.7678 1.7718 -0.4997
12 N 1.3568 -0.7877 4.2424
13 N 2.6495 -0.7802 -0.9889
14 N 2.1178 -0.5921 0.2517
15 C -1.5191 -2.2238 -2.9130
16 C -1.1820 -3.5529 -2.6764
17 C -1.0607 -1.2366 -2.0597
18 C 2.0820 3.5106 -1.0392
19 C -0.3846 -3.8951 -1.5895
20 C -2.4296 -0.2495 0.9222
21 C -3.6420 0.3665 1.0630
22 C 2.0416 2.1553 -0.8430
23 C 1.7127 -0.8291 2.9814
24 C -3.4284 1.6972 0.6514
25 C 0.0642 -2.9067 -0.7305
26 C 3.0808 -1.1202 1.1021
27 C 0.7775 3.9452 -0.7934
28 C -0.2715 -1.5649 -0.9470
29 B -1.4872 3.1204 -0.1711
30 H -0.0989 -4.9220 -1.4175
31 H -2.0140 3.4722 -1.1729
32 H -1.3228 -0.1924 -2.2544
33 H -2.1431 -1.9566 -3.7527
34 H 0.3673 4.9350 -0.8393
35 H -4.1303 2.5072 0.6035
36 H -1.5681 3.9182 0.7006
37 H -2.1664 -1.2839 1.1183
38 H 2.8449 1.4509 -0.9906
39 H -1.5351 -4.3231 -3.3442
40 H 3.6616 -1.5093 3.0295
41 H -4.5562 -0.0703 1.4123
42 H 0.7051 -3.1800 0.1103
43 H 2.9339 4.1031 -1.3037

Properties
multiplicity: 1
LUMO level (alpha / beta): -10.949 / -10.958 eV
charge: +2
strongest force on any atom: 2.48 eV/Å
E: -36626.0934 eV